1.
80
Properties=species:S:1:pos:R:3 method="wB97M-V/def2-TZVPD" energy_ha=-1222.17145 total_charge=0 lumo_ev="0.7 / 0.3" multiplicity=2 s2=0.7541 orbital_gap_ev="8.8 / 8.4"
H -0.739 4.945 -4.338
H 2.760 -1.201 -0.555
H -3.888 -1.371 1.266
H -2.274 5.147 -3.344
H 1.892 2.301 -3.882
H 2.754 -3.733 3.092
C 1.823 4.402 -3.243
H 1.253 6.258 -2.164
N -0.575 3.393 -1.861
H 2.833 3.215 -0.928
H -2.296 -1.685 1.981
H 0.731 0.543 -3.130
H -2.565 -3.792 1.254
C -4.497 -4.974 4.837
H -2.079 5.102 -0.716
O 1.865 5.297 -4.380
H 3.717 -1.027 1.894
C 4.179 -1.492 1.021
H -3.174 -5.349 1.676
C 1.177 -2.037 1.518
C -3.979 -2.415 3.165
H -5.322 -5.405 5.409
O -0.180 3.071 -0.686
C 3.520 3.065 -1.776
C 3.098 -4.353 2.263
H -0.936 1.086 -4.294
H -0.018 -0.260 1.707
H 0.306 -2.653 1.762
H -3.705 -5.722 4.814
H -1.573 -3.676 3.694
H -1.272 2.738 -4.809
C 1.142 3.105 -3.768
H -0.371 0.662 -1.745
H -5.954 -4.120 3.522
C -0.444 4.830 -2.142
H 4.572 3.085 -1.449
C -2.918 -4.378 2.108
C 1.068 5.168 -2.105
H -4.140 -4.105 5.392
C -1.745 -4.559 3.076
H 3.825 3.886 -3.792
H -1.227 6.641 -1.201
C 3.143 -2.040 0.034
H -3.329 -0.430 2.650
H 4.861 -2.269 1.363
C -1.208 2.093 -3.918
H 2.757 -4.669 0.165
H 1.465 0.002 0.801
C 0.659 -0.712 0.980
H 3.723 5.166 -2.526
H -3.407 -2.419 4.104
C -3.333 -1.426 2.203
H -1.055 6.421 -3.449
H -1.892 -5.417 3.731
N -4.131 -3.754 2.616
C 0.434 1.189 -2.275
H 0.777 3.295 -4.795
C -4.980 -4.611 3.432
H 1.345 1.325 -1.677
N 2.006 -2.769 0.574
H 4.157 -4.158 2.098
C 3.332 4.183 -2.846
H 2.337 6.091 -4.132
H -0.440 5.515 -0.045
H -4.973 -2.030 3.408
H -0.828 -4.745 2.511
H 3.652 -2.672 -0.700
C -1.106 5.580 -0.920
H 3.015 -5.394 2.582
H 1.523 4.852 -1.145
C -1.189 5.323 -3.404
H 0.106 -0.855 0.051
H -2.173 1.964 -3.401
H 1.702 -1.853 2.467
H 4.787 -0.729 0.529
H -5.181 -5.535 2.879
C -0.059 2.527 -2.937
H 1.310 -4.638 1.122
C 2.275 -4.138 0.991
H 3.274 2.105 -2.260


2.
86
Properties=species:S:1:pos:R:3 method="wB97M-V/def2-TZVPD" energy_ha=-2011.94179 total_charge=-1 lumo_ev="2.2 / 2.2" multiplicity=3 s2=2.0085 orbital_gap_ev="6.5 / 6.5"
N -1.931 0.070 -1.600
H 1.188 0.123 -0.389
H 2.717 -5.699 6.894
H 1.499 -6.936 4.147
C 1.390 -5.894 4.454
H 1.084 -3.886 2.582
C -2.335 0.851 -5.029
O -4.887 1.248 -0.006
H -2.016 4.744 -7.634
H -0.651 2.762 -1.383
H 3.529 -6.751 3.045
H 1.766 -1.743 0.941
H 2.674 -4.048 1.849
H 1.295 3.726 0.283
H -4.551 4.484 -3.280
C 1.993 -0.781 1.403
H -2.876 0.218 -1.943
H -4.677 1.962 -6.461
H -3.131 2.510 -3.253
H -3.232 1.403 -7.303
N -4.004 1.039 2.452
H 1.581 2.565 -0.985
C 1.923 -4.565 2.439
H 4.001 -6.766 5.490
H 1.406 -5.861 5.535
H 2.896 0.410 -0.148
C -3.690 2.734 -4.168
H -0.914 -0.161 1.042
H -0.979 3.439 0.186
C -3.632 2.197 -6.670
C 4.557 -6.085 4.837
C -2.496 5.181 -6.757
C -0.476 2.600 -0.310
H 1.574 -5.445 1.892
C 3.982 -2.554 6.333
H 0.176 4.990 -6.162
C 3.777 -5.817 3.557
H -2.930 6.104 -4.299
H -3.604 3.112 -7.247
C -2.839 2.251 -5.357
C -2.718 5.031 -4.255
H 1.263 -0.630 2.199
H -1.865 -0.936 -1.470
H 0.008 5.048 -4.409
N -1.648 3.170 -5.469
H -1.574 0.521 -5.736
C -1.851 4.668 -5.468
C 4.866 -4.777 5.556
H 3.333 -4.434 7.939
H 4.618 -2.053 5.610
H -2.355 6.263 -6.796
H 4.404 -5.232 2.877
H -4.605 2.135 -4.143
H -3.566 4.994 -6.812
C -4.007 4.221 -4.190
H -4.510 0.998 -0.860
Al -1.527 0.926 0.033
H -2.137 4.849 -3.346
H 1.811 -4.187 7.076
C 3.607 -3.959 5.875
H 3.089 -1.944 6.474
H -4.667 4.466 -5.029
H 5.398 -4.959 6.494
H 2.979 -0.865 1.862
C 1.631 1.727 0.975
C 1.935 0.352 0.377
H 4.510 -2.632 7.286
C 1.041 2.709 -0.040
C 2.472 -5.037 3.781
H -1.934 0.816 -4.020
H 5.493 -6.591 4.591
O -0.605 2.777 -4.843
H -0.594 6.395 -5.399
O -3.768 3.276 1.025
H 5.519 -4.168 4.923
C -0.473 5.311 -5.346
H 2.556 2.154 1.380
H 0.945 1.602 1.819
H -3.186 0.166 -5.088
H -4.148 1.704 3.201
N 2.816 -3.816 4.596
H -4.394 3.546 1.713
P -3.659 1.626 1.038
C 2.809 -4.621 7.001
H 0.405 -5.553 4.136
O 3.124 -2.790 3.898


3.
85
Properties=species:S:1:pos:R:3 method="wB97M-V/def2-TZVPD" energy_ha=-2501.83409 total_charge=+2 lumo_ev=-7.3 multiplicity=1 orbital_gap_ev=5.6
H 1.984 2.234 -1.853
H 1.920 -4.738 -1.846
C -2.006 4.219 -2.189
H 1.105 2.611 0.492
H -1.054 -3.124 1.922
C -1.051 0.300 -4.078
H -3.044 4.579 -2.094
C -1.337 -4.945 -0.196
H 2.776 -3.120 1.493
H 2.632 0.984 3.885
H -0.923 2.471 -4.322
P -0.325 2.030 -2.016
O 2.098 0.187 1.106
H -1.751 4.233 -3.251
O -0.318 1.704 1.865
C -1.379 1.614 2.928
H 4.245 1.449 3.430
H -2.135 0.350 -3.862
H -0.567 -1.951 5.543
N -0.376 -0.736 -3.348
H -2.317 -5.372 0.071
C 3.421 0.780 3.165
H -0.443 -4.102 -2.892
C -0.878 -2.066 -3.563
Bi 0.104 -0.223 -1.138
H 0.647 1.635 -4.172
H -3.245 3.211 0.085
C -0.025 -1.192 3.673
H 2.367 4.557 -2.515
H -0.621 -5.281 0.561
H -0.905 1.212 3.827
C 1.366 4.126 -2.663
H 0.991 -3.070 -3.149
H -0.949 0.029 -5.139
C -2.118 -0.366 -1.059
H -2.655 2.168 -2.059
H 0.534 4.216 0.001
H -0.782 -2.246 -4.644
C -0.042 -3.089 -2.775
C 1.734 -2.974 1.167
H -1.537 3.495 0.478
C -1.460 -3.411 -0.218
H -0.382 -0.186 5.536
H 1.446 -1.953 1.483
C 2.002 -4.588 -0.768
H -2.164 1.839 0.374
O 0.787 -0.100 3.095
H 3.765 -0.252 3.241
H -1.050 -5.360 -1.165
C 0.034 -1.116 5.166
P 0.470 0.237 1.532
C -2.220 2.835 -0.079
H 2.327 -2.464 -0.830
H -2.771 -3.268 1.495
C -1.874 2.966 3.301
H -2.167 0.943 2.564
H -1.367 4.934 -1.661
C 1.627 -3.159 -0.341
H 1.111 -3.686 1.720
H 2.267 3.848 -0.024
C -0.389 1.663 -3.810
H -1.050 3.591 3.642
H 2.612 -0.023 -2.431
P 0.019 -2.669 -0.996
H -2.573 2.830 4.131
H -1.053 -1.087 3.310
C 1.266 3.432 -0.223
H -1.951 -2.171 -3.313
H -2.268 -3.134 -0.906
O -3.373 -0.457 -1.055
H 3.048 -4.776 -0.485
C -1.803 -2.853 1.165
H 2.610 2.139 1.717
H 3.898 1.107 1.118
H -2.409 3.458 2.496
H -1.902 -1.760 1.159
H 1.059 -1.234 5.511
H 0.638 4.927 -2.496
H 2.699 -0.062 -1.701
H 1.297 3.804 -3.704
H 1.388 -5.341 -0.263
C -1.916 2.814 -1.571
H 0.413 -2.134 3.338
C 1.181 2.962 -1.674
C 3.041 1.114 1.752


4.
97
Properties=species:S:1:pos:R:3 method="wB97M-V/def2-TZVPD" energy_ha=-3319.20056 total_charge=-2 lumo_ev=3.4 multiplicity=1 orbital_gap_ev=3.5
C -5.124 -4.513 0.702
H 2.997 5.668 0.171
Si 2.850 0.230 -2.188
H 1.272 -2.300 -0.836
C -0.032 -2.181 -2.517
O -5.114 -3.235 1.349
H 5.484 -2.289 1.838
H 3.929 -1.412 1.775
H 2.487 0.536 -4.627
C -0.528 5.110 -1.903
H 2.600 3.912 -1.929
H 4.262 2.087 -1.355
H 2.894 -2.030 -3.363
H 6.588 -0.610 4.974
O 1.274 2.336 -0.448
F -4.482 -2.558 -2.332
H 4.507 -2.108 3.317
H -5.152 -5.308 1.450
P 4.718 0.711 3.412
H 1.877 -0.153 0.597
H -2.024 -1.353 -2.177
H 1.376 3.981 -3.138
F -1.754 -4.311 -3.594
H 3.064 3.908 0.185
H 0.518 3.076 1.306
C 5.832 -0.189 5.641
H 5.537 -0.950 6.361
H -8.401 -0.888 0.427
H -4.201 -4.586 0.141
H -2.748 1.065 2.272
O -6.053 -0.951 1.931
H -0.406 -2.249 -0.404
C 4.809 -1.633 2.381
H 7.564 2.632 2.836
C 1.067 4.695 0.030
H 3.724 1.703 -4.064
O -7.051 -3.007 2.991
N -0.725 0.504 0.904
H 7.522 1.871 4.436
O -0.562 0.494 -3.680
H -8.328 -4.436 3.670
H 4.501 -1.474 -2.944
C 0.919 5.210 -1.406
O 4.666 0.202 4.933
H -0.701 4.188 -2.450
O -1.554 1.649 -2.004
C 0.503 3.290 0.233
H 5.290 0.683 -1.649
H -3.911 0.681 1.045
O 3.401 0.983 2.887
H -9.148 -2.290 -0.379
H 1.992 1.946 -3.736
F -4.327 -4.389 -3.451
C -1.967 -0.253 0.751
C 3.469 -1.538 -2.582
H -5.966 -4.606 0.019
C -1.522 -2.057 -2.837
H 1.153 6.279 -1.372
H -1.225 5.129 -1.067
H -7.762 -4.709 2.011
H 2.472 5.347 -2.949
C 4.328 1.004 -1.239
H 6.251 0.663 6.180
H -2.305 -0.176 -0.277
H -6.670 -5.001 3.390
H 4.266 0.798 -0.174
H -9.185 -2.163 1.396
H 0.490 -1.575 -3.249
C -7.469 -4.366 3.005
H 0.472 5.357 0.669
H -0.310 0.193 1.778
H 0.266 -3.218 -2.708
H 2.525 4.741 1.625
C -2.281 -3.333 -2.792
H -0.757 5.961 -2.542
C 2.783 1.208 -3.823
P -6.357 -2.351 1.707
C 0.333 -1.798 -1.071
Nb 0.648 0.424 -0.690
C 7.160 1.801 3.409
C -3.750 -3.187 -3.247
O 5.742 1.921 3.371
H -1.786 -1.291 1.035
F -3.853 -2.512 -4.382
C -0.687 0.883 -2.496
C 2.501 4.768 0.538
C -8.599 -1.957 0.497
H -3.523 -0.531 2.282
H 7.493 0.867 2.959
H 3.494 -2.141 -1.677
F -2.358 -3.871 -1.527
C 1.905 4.589 -2.410
C -3.118 0.252 1.651
O 5.538 -0.417 2.646
H -1.641 -1.658 -3.841
O -7.369 -2.685 0.517
H -0.531 3.263 -0.109


5.
87
Properties=species:S:1:pos:R:3 method="wB97M-V/def2-TZVPD" energy_ha=-4348.61682 total_charge=-1 lumo_ev=2.4 multiplicity=1 orbital_gap_ev=7.6
H 2.138 1.786 -5.010
H -6.698 -4.675 -0.152
C 3.589 -0.301 -1.484
H 5.548 -2.259 2.256
C 2.927 4.475 1.195
C -8.730 -3.257 1.925
Si -3.461 0.310 -1.510
H 3.521 -1.723 1.554
H -6.138 -3.980 2.228
H 3.117 5.445 1.674
C 2.330 0.065 -0.693
H 5.340 3.932 4.311
H -5.049 -5.093 0.301
H 5.714 -0.693 3.054
H 4.264 -1.205 -3.282
H 3.755 3.235 -0.342
O 2.762 3.457 2.175
H -5.516 -0.131 -2.889
C 2.608 -3.541 2.263
H 2.923 3.316 -4.534
H -8.380 -1.442 0.822
C 4.498 4.287 3.713
H -8.664 -2.787 2.908
C 1.453 1.199 -1.254
H -0.699 1.016 -1.390
H 1.866 -1.532 2.099
H 2.659 0.357 0.313
Br 0.746 4.577 -2.442
H -5.348 -3.680 -0.718
H 0.398 -0.510 -3.647
C -5.728 -4.258 0.124
H -2.854 1.614 -3.574
H 4.339 -3.135 4.294
O 0.105 1.771 -3.103
H 0.588 -1.315 -2.074
C -3.556 0.832 0.264
H 2.263 -3.816 1.266
H -1.460 -2.174 -2.839
H -8.061 -2.907 -0.096
H 4.521 -1.567 5.073
C 1.968 2.778 -4.568
H 4.999 4.111 0.576
H 4.864 5.085 3.065
C 0.167 0.849 -2.048
H -4.811 -3.006 1.605
H 4.689 2.700 2.268
H -5.036 -1.577 -1.953
H 1.955 4.536 0.704
H 1.862 -3.860 2.992
C 4.406 -2.056 4.104
C -0.005 -0.571 -2.624
H -8.358 -4.279 2.006
H 1.298 3.339 -5.232
H -5.800 -0.204 -1.141
H -2.589 1.228 0.611
O -6.603 -2.229 1.217
H 3.747 4.705 4.385
H -2.392 2.454 -2.111
H -1.924 -0.658 -3.617
H 3.582 2.338 3.590
C -7.962 -2.446 0.894
C -5.804 -3.387 1.368
H -4.302 1.627 0.380
C 5.614 -1.765 3.226
C 2.806 -2.036 2.319
C -3.169 1.818 -2.544
O 3.184 -1.554 3.603
C 3.912 3.129 2.918
H 4.397 0.390 -1.214
F 4.014 -1.539 -0.946
B 1.305 2.579 -3.137
H -4.113 2.386 -2.584
H 6.519 -2.124 3.721
H -9.780 -3.311 1.637
C -5.094 -0.483 -1.939
H 1.746 -0.860 -0.577
C -1.450 -1.085 -2.721
C 3.988 4.167 0.160
H -3.838 0.009 0.931
O 2.193 1.985 -2.156
H 2.536 -0.778 -3.341
H 3.533 -4.089 2.452
H 1.126 1.806 -0.395
C 3.523 -0.454 -2.989
H 3.973 4.940 -0.609
O -2.244 -0.795 -1.579
H 3.739 0.495 -3.484